[1]
{
  "formula": "C3H8O3Zn",
  "method": "the ωB97M-V functional and the def2-TZVPD basis",
  "e_tot_ev": -57797.8984,
  "de_lowest_kcal_mol": 52.1,
  "e_homo_ha": -0.319,
  "max_force_ev_per_a": 4.661,
  "lumo_energy_ev": -0.321,
  "total_charge": 0,
  "elements": ["C", "O", "H", "H", "H", "C", "O", "C", "O", "Zn", "H", "H", "H", "H", "H"],
  "coordinates": [[2.55, -1.46, 1.36], [1.36, -0.83, 0.97], [3.15, -0.78, 1.99], [2.35, -2.36, 1.96], [3.17, -1.75, 0.49], [0.26, 1.28, -0.42], [-0.58, 0.40, -1.17], [-1.91, 0.13, -0.67], [-1.91, -1.13, -0.18], [-0.06, -1.34, 0.00], [1.29, 0.78, 0.50], [0.97, 1.71, -1.15], [-0.32, 1.98, 0.21], [-2.56, 0.26, -1.56], [-2.20, 0.89, 0.09]]
}

---

[2]
{
  "formula": "C5H11O2",
  "method": "the ωB97M-V functional and the def2-TZVPD basis",
  "e_tot_ev": -9456.0732,
  "spin_multiplicity": 2,
  "de_lowest_kcal_mol": 8.6,
  "e_homo_ha": [-0.405, -0.395],
  "max_force_ev_per_a": 1.058,
  "lumo_energy_ev": [0.818, -3.269],
  "s2": 0.7559,
  "total_charge": 0,
  "elements": ["C", "C", "C", "H", "H", "H", "H", "H", "H", "H", "H", "C", "C", "O", "O", "H", "H", "H"],
  "coordinates": [[1.21, -1.48, -0.86], [0.29, -2.64, -1.28], [0.51, -0.13, -0.88], [2.11, -1.53, -1.48], [1.53, -1.61, 0.18], [-0.64, -2.24, -1.67], [0.74, -3.32, -1.99], [1.01, 0.59, -0.22], [0.01, -3.25, -0.41], [-0.44, -0.17, -0.35], [0.38, 0.33, -1.86], [-1.50, 2.30, 1.16], [-0.18, 2.06, 2.09], [-0.11, 0.84, 2.28], [0.39, 3.09, 2.38], [-1.17, 2.93, 0.34], [-2.21, 2.84, 1.77], [-1.93, 1.38, 0.80]]
}

---

[3]
{
  "formula": "C4H7NO3",
  "method": "the ωB97M-V functional and the def2-TZVPD basis",
  "e_tot_ev": -11887.6391,
  "de_lowest_kcal_mol": 176.1,
  "e_homo_ha": -0.357,
  "max_force_ev_per_a": 12.513,
  "lumo_energy_ev": 0.032,
  "total_charge": 0,
  "elements": ["C", "C", "C", "C", "H", "H", "H", "H", "H", "H", "H", "N", "O", "O", "O"],
  "coordinates": [[-0.82, 0.26, 2.04], [-0.50, 0.26, 0.51], [-0.08, 1.27, -0.51], [0.44, 0.35, -1.62], [-0.03, -1.77, 2.02], [-0.25, 1.02, 2.75], [-1.93, 0.49, 2.29], [-1.45, -0.10, 0.43], [-0.87, 1.77, -0.93], [0.78, 1.83, 0.07], [1.71, -1.67, -1.14], [0.93, -0.59, -0.96], [-0.94, -1.29, 2.17], [0.50, 0.62, -2.83], [0.60, -0.62, 0.49]]
}

---

[4]
{
  "formula": "C4H2ClP",
  "method": "the ωB97M-V functional and the def2-TZVPD basis",
  "e_tot_ev": -25984.8371,
  "de_lowest_kcal_mol": 68.2,
  "e_homo_ha": [-0.349, -0.349],
  "max_force_ev_per_a": 4.146,
  "lumo_energy_ev": [-2.253, -2.253],
  "total_charge": 0,
  "elements": ["C", "C", "C", "C", "P", "Cl", "H", "H"],
  "coordinates": [[1.35, -2.47, 0.02], [0.11, 2.52, -0.01], [0.37, -1.90, -0.37], [-0.51, 1.50, -0.24], [-1.51, 0.18, -0.78], [-2.62, -0.09, 0.87], [2.15, -3.11, 0.28], [0.66, 3.38, 0.24]]
}

---

[5]
{
  "formula": "C25H22F2N2O2",
  "method": "the ωB97M-V functional and the def2-TZVPD basis",
  "e_tot_ev": -38794.0632,
  "smiles": "O=C(C[C@H]1C(=O)N(c2ccc(F)c(F)c2)C[C@@H]1Cc1ccccc1)Nc1ccccc1",
  "e_homo_ha": -0.306,
  "max_force_ev_per_a": 0.663,
  "lumo_energy_ev": 0.465,
  "total_charge": 0,
  "elements": ["O", "C", "N", "C", "C", "C", "C", "C", "C", "H", "H", "H", "H", "H", "H", "C", "H", "H", "C", "C", "O", "N", "C", "C", "C", "C", "C", "C", "H", "H", "F", "F", "H", "C", "H", "C", "C", "C", "C", "C", "C", "C", "C", "H", "H", "H", "H", "H", "H", "H", "H", "H", "H"],
  "coordinates": [[-3.41, 0.17, 1.50], [-2.32, 0.70, 1.46], [-2.01, 1.83, 0.79], [-2.83, 2.65, 0.02], [-2.23, 3.73, -0.64], [-2.99, 4.58, -1.41], [-4.36, 4.38, -1.54], [-4.95, 3.31, -0.89], [-4.20, 2.44, -0.12], [-4.67, 1.61, 0.39], [-6.01, 3.14, -0.99], [-4.95, 5.05, -2.15], [-2.52, 5.41, -1.91], [-1.17, 3.88, -0.53], [-1.02, 2.11, 0.80], [-1.10, 0.10, 2.18], [-1.47, -0.72, 2.80], [-0.64, 0.85, 2.82], [-0.08, -0.44, 1.17], [1.01, 0.56, 0.82], [0.86, 1.76, 0.74], [2.17, -0.13, 0.62], [3.39, 0.40, 0.20], [3.67, 1.75, 0.37], [4.89, 2.26, -0.04], [5.84, 1.43, -0.62], [5.56, 0.09, -0.79], [4.35, -0.42, -0.39], [4.15, -1.47, -0.55], [6.31, -0.54, -1.25], [7.03, 1.92, -1.01], [5.15, 3.56, 0.14], [2.95, 2.42, 0.82], [1.98, -1.57, 0.80], [2.85, -2.00, 1.30], [0.71, -1.66, 1.65], [-0.03, -3.00, 1.53], [-0.54, -3.28, 0.15], [-1.79, -2.80, -0.25], [-2.24, -3.03, -1.54], [-1.46, -3.73, -2.44], [-0.23, -4.23, -2.05], [0.22, -4.00, -0.76], [1.18, -4.40, -0.45], [0.37, -4.79, -2.74], [-1.82, -3.91, -3.45], [-3.21, -2.65, -1.84], [-2.41, -2.27, 0.45], [0.65, -3.80, 1.85], [-0.87, -2.98, 2.23], [0.98, -1.51, 2.70], [1.83, -2.05, -0.17], [-0.59, -0.70, 0.23]]
}

---

[6]
{
  "formula": "C4H8O3",
  "method": "the ωB97M-V functional and the def2-TZVPD basis",
  "e_tot_ev": -10413.4984,
  "de_lowest_kcal_mol": 173.1,
  "e_homo_ha": [-0.363, -0.363],
  "max_force_ev_per_a": 6.963,
  "lumo_energy_ev": [-1.593, -1.594],
  "total_charge": 0,
  "elements": ["O", "C", "C", "C", "O", "C", "O", "H", "H", "H", "H", "H", "H", "H", "H"],
  "coordinates": [[-0.65, -0.99, -1.58], [0.10, 0.21, -1.67], [1.04, 0.23, -0.47], [0.27, 0.32, 0.83], [-0.40, 1.30, 1.11], [0.33, -0.92, 1.78], [-0.01, -0.96, 3.31], [-1.36, -0.96, -2.24], [-0.55, 1.09, -1.63], [0.68, 0.24, -2.60], [1.68, 1.13, -0.54], [1.68, -0.65, -0.49], [-0.14, -1.77, 1.05], [1.37, -1.22, 1.88], [-1.22, -0.46, 2.06]]
}

---

[7]
{
  "formula": "C3H5ClO",
  "method": "the ωB97M-V functional and the def2-TZVPD basis",
  "e_tot_ev": -17759.1727,
  "smiles": "C[C@@H](Cl)C=O",
  "de_lowest_kcal_mol": 60.1,
  "e_homo_ha": -0.366,
  "max_force_ev_per_a": 6.340,
  "lumo_energy_ev": 0.631,
  "total_charge": 0,
  "elements": ["C", "C", "C", "H", "H", "H", "H", "H", "O", "Cl"],
  "coordinates": [[-0.51, 1.03, -0.50], [-0.53, -0.29, 0.45], [1.02, -0.88, 0.29], [-1.12, 1.81, 0.06], [0.64, 1.38, -0.35], [-0.58, 0.49, -1.51], [-0.38, 0.08, 1.35], [2.05, -0.37, 0.83], [1.21, -1.85, -0.50], [-1.81, -1.40, -0.09]]
}

---

[8]
{
  "formula": "C7H17NO2",
  "method": "the ωB97M-V functional and the def2-TZVPD basis",
  "e_tot_ev": -13116.6542,
  "de_lowest_kcal_mol": 94.2,
  "e_homo_ha": [-0.240, -0.247],
  "max_force_ev_per_a": 1.729,
  "lumo_energy_ev": [0.690, 0.779],
  "total_charge": 0,
  "elements": ["C", "C", "C", "C", "C", "C", "C", "N", "O", "O", "H", "H", "H", "H", "H", "H", "H", "H", "H", "H", "H", "H", "H", "H", "H", "H", "H"],
  "coordinates": [[0.01, -0.85, 1.30], [-1.61, 0.78, -1.54], [-0.63, -0.20, -0.93], [0.88, -2.06, 1.11], [-0.26, -0.38, 2.70], [2.10, 1.49, 0.26], [-0.13, -1.30, -1.82], [-1.75, 1.95, -0.68], [-0.66, -0.23, 0.38], [-1.18, 1.20, -2.81], [-0.39, 1.74, -2.68], [-2.58, 0.28, -1.75], [1.71, 0.91, -0.61], [-1.98, 1.67, 0.26], [-2.48, 2.56, -1.04], [1.43, -2.02, 0.18], [0.29, -2.98, 1.13], [1.59, -2.11, 1.94], [0.67, -0.18, 3.23], [-0.85, 0.53, 2.67], [-0.82, -1.13, 3.27], [2.90, 2.16, -0.05], [2.48, 0.82, 1.02], [1.28, 2.07, 0.66], [-0.36, -2.28, -1.42], [-0.61, -1.20, -2.79], [0.95, -1.24, -1.98]]
}

---

[9]
{
  "formula": "C4H6O",
  "method": "the ωB97M-V functional and the def2-TZVPD basis",
  "e_tot_ev": -6290.0236,
  "smiles": "C=C=COC",
  "de_lowest_kcal_mol": 43.7,
  "e_homo_ha": -0.335,
  "max_force_ev_per_a": 0.339,
  "lumo_energy_ev": 1.031,
  "total_charge": 0,
  "elements": ["C", "O", "C", "C", "C", "H", "H", "H", "H", "H", "H"],
  "coordinates": [[-0.10, 1.07, -1.42], [-0.63, -0.24, -1.30], [0.92, -0.88, 1.78], [-0.05, -0.79, 0.91], [-0.94, -0.66, -0.03], [0.06, 1.52, -0.43], [-0.81, 1.68, -1.98], [0.85, 1.04, -1.95], [1.48, -1.80, 1.90], [1.20, -0.04, 2.41], [-2.00, -0.90, 0.11]]
}